Record 1
DFT (ωB97M-V/def2-TZVPD) results for C22H52F3Li2N3O4 as an isolated structure.

Geometry as XYZ:
```
86
Properties=species:S:1:pos:R:3:forces:R:3:mulliken_charge:R:1
Li -0.30375 -1.24577 -2.34261 0.5 0.8 0.6 0.841
Li 1.01443 0.60437 -1.35356 -0.4 -0.6 0.2 0.877
O 0.26185 -0.92073 -0.48493 -0.4 -0.1 0.1 -0.622
H -0.08721 -1.22532 0.37524 0.4 0.4 -0.9 -0.441
O 0.32397 0.46499 -3.04524 0.2 -0.5 -0.7 -0.916
H 0.52763 0.57814 -3.99406 -0.2 0.1 1.0 -0.071
C -2.67951 1.36412 -0.00489 0.2 0.5 -1.4 -1.290
C -3.10106 1.34726 1.43699 1.2 -0.5 0.4 0.282
N -3.17768 2.63514 2.11708 -1.8 0.9 0.1 -0.007
C -2.21313 3.68158 1.77914 0.1 -1.7 -0.2 -0.941
C -0.74881 3.30104 2.25113 -0.8 1.9 -1.1 -0.346
C -3.38047 2.48377 3.56750 0.0 -0.2 -0.8 -0.194
C -4.77265 2.03290 4.01816 0.1 -0.4 -0.5 -1.434
H -1.60051 1.35510 -0.15904 0.1 0.2 0.4 0.145
H -3.04263 2.22740 -0.56256 -0.3 0.1 0.1 0.404
H -2.98933 0.50307 -0.59707 -0.3 -0.2 0.4 0.354
H -3.95288 0.68147 1.57569 -0.6 0.7 0.1 0.288
H -2.31919 0.75037 1.90659 0.5 -0.3 0.6 -0.165
H -2.25809 3.83493 0.70091 0.5 -0.5 -0.3 0.415
H -2.62229 4.65735 2.04099 0.3 -0.1 1.2 0.467
H -0.24582 2.80696 1.41987 0.0 -0.4 0.3 -0.434
H -0.26356 4.27381 2.33087 0.5 0.0 0.3 0.425
H -0.64449 2.77483 3.19999 -0.3 0.0 -0.2 0.376
H -3.17300 3.40831 4.10628 0.2 0.2 -0.4 0.446
H -2.60302 1.77377 3.84962 0.0 -0.4 0.8 0.100
H -4.74684 1.90617 5.10046 -0.2 0.0 0.0 0.405
H -5.09253 1.09390 3.56643 0.3 -0.2 0.1 0.306
H -5.56821 2.71875 3.72698 0.2 0.4 0.2 0.335
C 3.91849 -0.28048 -1.49511 0.8 0.1 0.6 -1.109
C 3.59077 1.12661 -1.99197 -1.3 -2.2 0.3 -0.600
N 2.63425 1.76404 -1.05048 1.5 0.6 -2.0 0.772
C 2.21211 3.01399 -1.77065 -0.7 0.5 2.4 -0.914
C 0.87147 3.45902 -1.16280 -0.3 0.3 -1.5 -0.844
C 3.27351 1.95292 0.28121 -2.3 -0.2 0.4 -1.655
C 2.53551 1.00374 1.32296 1.8 1.2 -0.6 -0.415
H 3.04819 -0.81671 -1.11674 -0.2 0.3 0.3 0.097
H 4.65597 -0.12634 -0.70742 0.1 -0.8 0.2 0.315
H 4.29961 -0.96327 -2.25448 0.4 0.4 -0.2 0.414
H 4.48943 1.72323 -2.14864 0.0 0.1 -0.3 0.348
H 3.02251 0.85970 -2.88300 0.1 1.1 -0.5 0.348
H 2.94739 3.80103 -1.60323 0.3 0.1 -0.2 0.478
H 2.05568 2.89936 -2.84325 0.2 -0.6 0.2 0.413
H 0.85500 3.94753 -0.18854 0.3 -0.5 0.1 0.261
H 0.42995 4.16614 -1.86505 0.0 0.4 0.0 0.488
H 0.17772 2.62677 -1.28189 -0.2 -0.1 0.6 0.100
H 3.14657 2.99158 0.58647 -0.4 0.1 0.1 0.482
H 4.35968 1.86528 0.30656 0.1 -0.7 -0.3 0.386
H 2.71938 -0.04863 1.10657 0.0 0.1 0.0 0.288
H 1.45943 1.16290 1.39220 0.1 0.3 -0.3 -0.051
H 3.02092 1.28934 2.25619 -0.3 -0.4 0.5 0.536
C -0.95767 -4.10101 -1.34354 -0.3 0.9 -0.4 -0.971
C -1.67373 -3.83077 -2.68238 0.3 0.3 0.3 -0.638
N -1.01210 -2.75270 -3.46636 -0.5 -0.1 -1.2 0.570
C -0.02787 -3.41760 -4.35993 0.2 1.0 0.5 -0.729
C 0.95466 -2.40245 -4.93328 1.4 -0.8 -1.1 -1.120
C -1.89314 -1.92876 -4.37032 -1.9 -0.3 1.4 -0.557
C -3.08254 -1.17562 -3.69038 1.5 1.0 0.7 -1.213
H -0.85101 -3.16716 -0.79159 -0.5 0.1 0.2 0.042
H 0.09176 -4.38615 -1.41753 -0.2 -0.7 -0.3 0.297
H -1.58975 -4.80929 -0.80789 0.5 -0.1 0.3 0.432
H -1.68831 -4.75971 -3.25243 -0.1 -0.1 -0.3 0.372
H -2.71253 -3.58161 -2.46578 0.1 0.2 -0.1 0.382
H -0.47634 -3.96298 -5.19032 -0.6 0.0 -0.1 0.385
H 0.43741 -4.19002 -3.74758 0.5 0.2 0.0 0.532
H 0.84918 -2.11297 -5.97882 -1.3 0.4 0.0 0.382
H 1.87222 -2.94520 -5.16044 0.6 -0.1 0.9 0.424
H 1.18004 -1.49912 -4.36644 -0.1 -0.3 0.3 0.010
H -1.31283 -1.16779 -4.89213 0.2 -0.4 0.0 0.304
H -2.43345 -2.58287 -5.05464 0.5 -0.3 -0.6 0.395
H -3.59910 -1.68521 -2.87699 -0.5 -0.5 -0.7 0.301
H -2.74151 -0.28532 -3.16201 0.6 0.2 0.1 0.235
H -3.68263 -0.69577 -4.46352 -0.5 -0.7 0.0 0.413
C -0.57546 -1.29336 3.60100 -0.1 -0.2 -0.3 -0.791
C 0.91906 -1.41611 3.38102 0.3 0.5 -2.0 0.378
O 1.69467 -1.99256 4.40143 2.1 -1.2 2.0 -0.285
C 3.06470 -2.10142 4.33422 -0.2 2.6 -1.5 0.335
O 3.79960 -1.60487 3.48437 -1.9 -1.5 1.5 -0.507
C 3.76708 -2.66376 5.61446 -1.1 -1.0 0.1 0.809
F 4.58898 -3.66304 5.22290 -0.3 0.7 0.4 -0.240
F 4.43632 -1.69546 6.20735 0.8 0.4 -0.3 -0.239
F 2.95244 -3.14039 6.57895 -0.1 -0.2 -0.8 -0.249
H -1.06383 -2.26783 3.59753 0.0 0.0 0.4 0.351
H -0.92447 -0.82219 2.68214 0.0 0.1 -0.2 -0.126
H -0.97464 -0.66224 4.39500 0.5 -0.2 0.3 0.371
H 1.34732 -0.46913 3.05249 0.1 0.2 0.4 -0.008
H 1.05270 -2.05295 2.50656 -0.1 -0.1 -0.2 0.210
```
Positions in Å, forces in eV/Å.

Results
ΔE to the lowest compared entry with this formula, charge and spin = 2.904 eV
Max |F| = 3.19 eV Å⁻¹
LUMO energy = 0.4 eV
E_HOMO = -7.871 eV
2S+1 = 1
Energy = -44881.3348 eV

***

Record 2
DFT (ωB97M-V/def2-TZVPD) results for C22H52N2O6Pd as an isolated structure.

Geometry as XYZ:
```
83
Properties=species:S:1:pos:R:3:forces:R:3:lowdin_spin:R:1
Pd -1.10128 -0.88577 -0.47985 1.2 1.5 0.5 1.228
C 1.16233 3.10841 0.90846 -1.7 -0.3 0.7 0.000
C -0.40134 3.49063 0.66227 2.5 -0.9 -1.4 0.001
C -0.38495 5.01175 0.49884 -0.3 0.1 0.5 0.001
C -1.58566 5.57497 -0.18048 -0.3 0.4 -0.2 0.000
C -1.76450 4.96412 -1.54788 -0.4 -0.7 0.8 0.001
C -1.87315 3.42575 -1.43318 0.2 -1.3 -0.6 0.001
N -0.71453 2.87755 -0.65247 -0.6 -0.8 -0.4 0.037
O -0.62873 1.39419 -0.67132 0.0 1.8 0.0 0.062
C -1.73871 2.88909 -2.89163 0.1 0.1 -0.4 0.000
C -3.32340 3.03764 -0.93204 0.5 0.2 -0.2 0.001
C -1.27308 3.01934 1.81604 -0.3 -0.1 0.1 0.001
H 1.56672 3.73850 1.70064 0.0 0.2 0.1 0.000
H 1.80503 3.17845 0.03089 -0.5 0.2 -0.2 0.000
H 1.21054 2.07763 1.25955 0.0 -0.1 -0.1 0.000
H 0.47491 5.36598 -0.06973 0.4 -0.3 0.3 0.000
H -0.40538 5.43759 1.50201 0.6 0.1 0.2 0.000
H -1.46658 6.65419 -0.27634 -0.1 0.2 0.1 0.000
H -2.45093 5.41174 0.46199 -0.3 0.0 -0.1 0.000
H -0.92847 5.21799 -2.19958 0.0 0.1 -0.1 0.000
H -2.70759 5.33860 -1.94593 0.1 0.0 -0.5 0.000
H -2.26257 3.57971 -3.55248 -0.4 0.0 -0.1 0.000
H -2.10388 1.88467 -3.10591 -0.3 0.0 0.6 0.000
H -0.73643 2.86277 -3.31923 0.4 0.3 0.7 0.000
H -3.95368 2.70061 -1.75500 0.2 -0.2 -0.2 0.000
H -3.87871 3.89967 -0.56239 0.2 0.1 0.5 0.000
H -3.26748 2.23796 -0.19349 0.0 0.1 0.0 0.000
H -1.05669 3.53641 2.75086 0.2 0.0 0.1 0.000
H -1.16871 1.94403 1.96070 0.2 0.0 -0.1 0.000
H -2.33311 3.17279 1.61380 -0.1 0.2 -0.1 0.000
C 3.21517 -0.06144 0.06780 0.0 0.9 0.5 0.001
C 3.36452 -1.53146 0.47010 -0.3 1.0 -1.5 0.010
C 4.37479 -1.51837 1.61302 -0.2 -1.2 0.6 -0.001
C 4.50226 -2.90413 2.29173 0.0 0.6 0.0 0.000
C 3.14429 -3.35177 2.82130 0.6 -0.1 -1.0 -0.001
C 2.06237 -3.39573 1.69148 1.2 0.6 0.2 0.009
N 2.09253 -2.08116 0.94239 -3.5 0.2 0.2 0.128
O 0.89005 -1.87568 0.09639 3.3 -1.3 1.0 0.389
C 0.78778 -3.63762 2.51307 -0.5 -0.3 -1.3 0.000
C 2.39625 -4.59925 0.73081 -0.9 0.2 0.8 0.006
C 3.88440 -2.20815 -0.80782 0.2 -0.6 0.4 0.007
H 2.65824 0.16696 -0.84093 -0.4 -0.3 0.3 0.000
H 4.19343 0.39036 -0.09651 0.4 -0.4 -0.1 0.000
H 2.85415 0.52975 0.90937 -0.6 -0.1 -0.1 0.000
H 3.98720 -0.80257 2.33795 0.1 0.1 0.2 0.000
H 5.34490 -1.16356 1.26504 0.0 0.0 -0.1 0.000
H 5.21782 -2.87882 3.11357 0.1 0.2 0.1 0.000
H 4.90637 -3.62880 1.58488 0.0 0.0 -0.1 0.000
H 2.84010 -2.71453 3.65164 -0.2 0.3 -0.2 0.000
H 3.22970 -4.35418 3.24081 -0.1 -0.2 0.0 0.000
H 0.64864 -2.98085 3.37177 0.0 0.4 -0.4 0.000
H 0.81253 -4.64777 2.92183 0.2 -0.1 0.0 0.000
H -0.05661 -3.62319 1.82393 -0.3 0.3 0.2 -0.001
H 2.02005 -4.47677 -0.28486 0.1 0.4 0.0 0.001
H 1.85918 -5.46098 1.12716 0.2 -0.3 0.0 0.001
H 3.46440 -4.81585 0.71584 -0.1 0.0 -0.1 0.000
H 4.75939 -1.66850 -1.17013 0.1 -0.1 0.0 0.001
H 3.13675 -2.18878 -1.60074 -0.2 0.0 0.2 0.001
H 4.14183 -3.24371 -0.58551 0.2 0.0 -0.4 0.000
C 0.39796 -0.42692 -3.20367 0.7 0.7 0.0 0.002
O -0.64940 -1.21243 -2.66276 0.2 -0.5 -0.2 0.028
H -0.02979 0.49556 -3.59628 0.2 0.0 -0.3 0.000
H 1.10533 -0.12752 -2.43030 -0.4 -0.2 0.3 0.000
H 0.97208 -1.01213 -3.92201 -0.1 0.1 -0.3 0.001
H -1.08063 -1.63293 -3.41031 -0.3 -0.1 0.2 0.003
C -2.85801 -0.61403 2.30929 -1.4 0.5 0.1 0.008
O -1.68397 -0.56514 1.56074 0.4 -0.4 1.0 0.032
H -3.64581 -1.12139 1.75247 0.2 -0.2 -0.2 0.000
H -2.77940 -1.11429 3.27451 0.3 -0.1 0.0 0.001
H -3.22173 0.40100 2.46911 -0.1 0.2 0.2 0.000
H -0.97878 -0.29769 2.15468 0.4 0.1 -0.3 0.000
C -3.83349 -0.25070 -2.40905 0.3 0.3 -0.3 0.001
O -3.22659 -0.26174 -1.12675 -0.9 -0.1 -0.4 0.012
H -4.45403 -1.13397 -2.56030 -0.2 0.1 0.0 0.000
H -4.36721 0.69004 -2.54401 -0.4 -0.2 -0.1 0.000
H -3.05989 -0.23400 -3.17677 0.2 -0.2 0.2 0.000
H -3.88725 0.06093 -0.50948 0.1 0.1 0.2 0.001
C -1.90221 -4.06710 -1.16867 0.8 0.8 0.6 0.003
O -2.13028 -2.86095 -0.38080 -0.9 -1.5 -0.7 0.025
H -2.70548 -4.79316 -1.04333 0.2 0.0 0.2 0.001
H -1.80291 -3.83205 -2.22838 -0.2 0.3 0.1 0.000
H -0.92459 -4.38927 -0.81014 -0.1 -0.7 -0.3 0.000
H -2.69643 -3.12055 0.34972 0.1 0.2 0.2 0.001
```
Positions in Å, forces in eV/Å.

Results
ΔE to the lowest compared entry with this formula, charge and spin = 2.523 eV
Max |F| = 3.66 eV Å⁻¹
LUMO energy (spin up / spin down) = 0.2 / -0.1 eV
E_HOMO (spin up / spin down) = -5.544 / -5.291 eV
2S+1 = 3
Energy = -42393.4246 eV

***

Record 3
DFT (ωB97M-V/def2-TZVPD) results for a 3-piece molecular cluster, C22H52NO13P2 overall.

Geometry as XYZ:
```
90
Properties=species:S:1:pos:R:3:forces:R:3:mulliken_charge:R:1
C 1.45103 -0.12905 3.03229 0.8 -0.4 0.6 -0.252
C 0.02887 -0.74939 3.36508 -0.1 1.3 1.6 -0.530
O -0.55638 -1.69110 2.46125 1.4 0.2 -0.9 -0.364
C 0.23158 -2.06625 1.33160 -0.5 -1.0 -2.0 -0.365
C 0.16407 -0.99401 0.10410 -1.4 -0.4 0.9 0.052
O 1.36013 -0.99602 -0.71709 -0.9 1.1 -0.2 -0.335
C 1.21124 0.14031 -1.64614 0.9 0.5 0.3 -0.767
C 2.08612 1.33871 -1.02882 -1.9 0.6 -1.3 0.481
O 3.51939 1.12856 -1.20593 -0.2 -0.6 2.5 -0.340
C 4.17787 0.98042 0.05175 1.1 2.4 -1.0 -0.458
N 4.15475 -0.43851 0.57348 0.4 -0.7 -0.2 0.166
C 4.70601 -1.32024 -0.52020 0.6 -1.0 -1.6 -0.329
O 4.95499 -2.62907 0.02466 0.0 0.7 -1.2 -0.309
C 5.64882 -3.47923 -0.89592 4.6 -2.0 -0.4 0.599
C 5.00202 -4.13290 -2.20126 -0.1 0.0 0.4 -0.734
O 6.85011 -3.74159 -0.65224 -4.9 1.4 -0.5 -0.494
H 2.22438 -0.97806 2.88148 -1.2 1.3 0.2 0.153
H 1.49118 0.59647 2.15239 -0.3 -1.0 1.1 -0.156
H 1.81925 0.42941 3.97391 -0.7 -0.8 -1.5 0.385
H -0.72123 0.12012 3.51018 1.2 -1.3 -0.4 0.290
H 0.09643 -1.24847 4.40671 0.0 0.6 -1.7 0.316
H 1.29942 -2.41583 1.55517 -1.3 0.8 -0.1 0.271
H -0.28686 -3.00265 0.88724 0.8 1.4 1.0 0.105
H -0.07754 0.05679 0.52204 0.6 -1.5 -0.5 0.140
H -0.72602 -1.29155 -0.56901 1.3 0.5 1.1 0.214
H 1.61895 -0.11767 -2.68992 -0.5 0.2 1.7 0.329
H 0.09673 0.42068 -1.75018 1.9 -0.3 0.2 0.453
H 1.82197 1.48829 0.07195 0.3 -0.1 -1.5 -0.402
H 1.82235 2.28653 -1.63556 0.5 -1.4 1.2 0.326
H 3.81614 1.73662 0.83116 0.1 -1.4 -0.9 0.401
H 5.28857 1.24098 -0.13122 -1.7 -0.6 0.3 0.374
H 3.22334 -0.76507 0.89070 0.0 0.2 -0.5 -0.140
H 4.79754 -0.51935 1.39004 -0.4 0.1 -0.5 0.464
H 3.99870 -1.41361 -1.40996 0.6 0.6 1.5 0.272
H 5.67166 -0.81020 -0.87931 -1.3 -0.8 0.6 0.336
H 5.79647 -4.79874 -2.70250 -1.1 1.4 1.0 0.310
H 4.70254 -3.30558 -2.93033 0.1 -1.2 1.0 0.284
H 4.13002 -4.83866 -1.94355 1.1 1.5 -0.3 0.237
O -0.26256 4.16046 0.87355 3.5 0.4 -3.1 -0.674
P 0.33123 5.54876 1.15597 -6.4 2.2 6.9 1.147
O 0.57794 5.25595 2.76903 0.9 -0.6 -0.3 -0.317
C 1.67710 4.43513 3.13473 0.1 0.1 0.4 0.077
C 2.98555 5.19867 3.05134 0.2 0.0 -0.1 -1.115
O -1.14786 6.29587 1.24302 1.0 0.2 -1.0 -0.367
C -2.20455 5.91521 0.36437 -0.6 -0.2 0.1 -0.316
C -3.21618 5.07128 1.11786 -0.1 0.0 0.1 -1.139
O 1.05808 7.07521 1.41244 1.9 -2.4 -2.7 -0.422
C 0.42199 8.19179 2.03493 -0.6 1.1 0.1 -0.207
C 0.07158 7.99133 3.49575 -0.2 -0.5 0.1 -0.855
H 1.70782 3.53867 2.50510 -0.1 -0.1 0.0 -0.126
H 1.50783 4.11011 4.16479 -0.1 0.0 -0.1 0.325
H 3.21460 5.46929 2.01615 0.0 0.0 0.0 0.280
H 3.81125 4.59569 3.43874 0.0 0.0 0.0 0.432
H 2.93098 6.12859 3.62168 0.0 -0.1 0.0 0.258
H -1.82159 5.39431 -0.51605 0.0 0.0 0.2 0.321
H -2.68577 6.83082 0.01021 0.1 0.0 0.1 0.332
H -2.74618 4.21159 1.59851 0.1 0.0 -0.2 0.261
H -4.00020 4.71096 0.44736 0.0 0.1 0.0 0.387
H -3.68022 5.65814 1.91486 0.0 0.0 -0.1 0.319
H -0.44430 8.51437 1.45392 0.0 -0.2 0.1 0.251
H 1.14297 9.01288 1.97167 0.2 -0.3 -0.2 0.356
H -0.73929 7.27072 3.62106 0.1 0.1 0.0 0.219
H -0.25506 8.93543 3.93910 0.1 0.0 -0.2 0.407
H 0.93164 7.62189 4.05872 0.0 0.1 0.0 0.168
O -2.92718 -2.62238 -1.82507 1.5 -0.8 4.3 -0.681
P -3.32607 -4.07747 -1.53720 -4.4 -1.3 -8.5 1.204
O -2.59335 -4.67970 -2.89617 0.9 0.1 0.5 -0.287
C -1.17795 -4.80236 -2.88899 0.2 -0.2 -0.2 -0.124
C -0.73514 -6.01218 -2.08780 0.1 -0.1 0.1 -0.972
O -4.86840 -3.89646 -2.12327 0.3 -0.2 1.4 -0.408
C -5.59191 -2.68924 -1.89636 -0.2 0.4 -0.4 -0.324
C -5.61547 -1.86134 -3.16815 0.0 0.0 -0.2 -1.161
O -3.72266 -5.69412 -1.14427 2.2 1.9 2.8 -0.449
C -4.76608 -6.45321 -1.75438 -1.1 -0.5 -0.1 -0.215
C -4.56195 -6.74614 -3.22735 0.2 0.4 -0.2 -0.865
H -0.71931 -3.88750 -2.49899 0.0 0.1 -0.1 0.084
H -0.85903 -4.91493 -3.92863 -0.2 0.1 0.0 0.295
H -0.97647 -5.88836 -1.02780 0.0 0.0 0.0 0.264
H 0.34382 -6.16265 -2.17825 0.0 0.0 0.0 0.387
H -1.24650 -6.91478 -2.43023 0.1 0.1 0.0 0.219
H -5.17491 -2.12725 -1.05766 0.1 0.0 -0.2 0.336
H -6.61403 -2.96330 -1.62120 0.1 -0.1 0.0 0.334
H -4.60921 -1.67693 -3.54804 0.0 0.0 0.2 0.275
H -6.10639 -0.89983 -2.99867 0.0 -0.1 0.0 0.385
H -6.15304 -2.39413 -3.95695 0.0 0.0 0.1 0.319
H -5.73786 -5.99203 -1.56671 0.2 0.1 -0.1 0.245
H -4.78417 -7.40879 -1.22087 0.3 0.2 0.2 0.357
H -4.66024 -5.84451 -3.83551 0.0 -0.1 0.1 0.224
H -5.30926 -7.46291 -3.57735 0.0 0.0 0.2 0.404
H -3.56863 -7.16168 -3.41102 -0.1 0.0 0.0 0.168
```
Positions in Å, forces in eV/Å.

Results
Net charge = +1
Max |F| = 9.68 eV Å⁻¹
LUMO energy = -4.0 eV
E_HOMO = -11.519 eV
2S+1 = 1
Energy = -70329.2424 eV